[1]
DFT (the ωB97M-V functional and the def2-TZVPD basis) results for C2H6O3S2 in the gas phase in a non-equilibrium geometry.

Geometry as ORCA input:
```
! RIJCOSX wB97M-V def2-TZVPD def2/J DEFGRID3
* xyz 0 1
S 0.06 -1.38 -0.53
S -0.82 0.39 0.65
O -0.60 1.59 -0.11
O -2.15 -0.01 1.01
O 1.51 -1.37 -0.21
C 0.02 -0.64 -2.21
C 0.39 0.66 2.11
H 0.92 1.61 1.91
H -1.06 -0.29 -2.42
H -0.18 0.94 3.05
H 0.22 -1.51 -2.97
H 0.67 0.17 -2.25
H 1.02 -0.17 1.97
*
```

Output
HOMO-LUMO gap = 9.22 eV
total energy = -1101.8076 a.u.
lowest unoccupied orbital energy = -0.0068 Eh
F_max = 0.0852 Eh/bohr

[2]
DFT (the ωB97M-V functional and the def2-TZVPD basis) results for a molecular structure, C42H42BrCl2GaN6O2PS in a non-equilibrium geometry.

Geometry as ORCA input:
```
! RIJCOSX wB97M-V def2-TZVPD def2/J DEFGRID3
* xyz 1 1
Br 0.79 -4.10 5.55
Ga -1.31 -0.68 -0.59
Cl -4.90 -3.79 -1.24
Cl -7.91 0.66 -1.48
S -2.14 -0.32 1.57
P 0.61 2.54 -0.77
O 0.55 -0.64 -0.62
O -2.60 -1.82 -1.34
N -0.63 -0.66 3.80
N 0.57 -0.25 2.06
N -0.67 -2.86 -0.01
N 3.48 -5.41 -0.61
N 3.50 -6.05 0.45
N -2.75 0.77 -1.30
C 3.22 3.78 -1.05
C -0.83 -5.23 0.15
C 1.45 -0.39 3.12
C 3.28 -3.06 -1.10
C -4.98 -2.06 -1.27
C -1.79 -0.93 4.64
C 1.29 -4.23 -0.41
C 1.50 -6.01 3.56
C 3.10 -4.25 2.12
C 0.63 -3.00 -0.36
C -1.37 -3.93 0.24
C 2.49 -3.83 3.29
C -3.82 -1.32 -1.31
C 2.68 -4.22 -0.70
C 0.50 -5.38 -0.17
C 3.09 1.65 0.25
C 2.59 -1.83 -1.11
C 0.33 5.40 -0.03
C 2.13 -6.43 2.40
C 1.28 -1.79 -0.73
C -0.69 -0.42 2.48
C 0.24 3.05 -2.51
C -3.98 2.79 -1.64
C -0.15 2.02 -3.37
C 0.99 3.72 1.69
C -6.35 -0.08 -1.39
C 2.79 1.65 -2.21
C -6.24 -1.44 -1.30
C 0.15 4.55 -4.41
C 2.88 -5.54 1.65
C -3.94 0.09 -1.34
C 0.16 3.95 0.42
C -5.19 0.73 -1.44
C 0.40 4.32 -3.06
C -2.79 2.07 -1.46
C 0.69 -0.65 4.21
C -0.25 3.52 -5.24
C 2.50 2.44 -0.93
C -1.31 3.76 0.83
C 1.67 -4.71 3.98
C -5.18 2.14 -1.60
C -0.40 2.24 -4.71
H 2.04 3.98 1.56
H 2.59 0.69 0.38
H 3.16 4.37 -0.13
H 3.83 1.32 -2.19
H 0.97 -0.82 5.24
H -0.70 1.42 -5.35
H 0.72 5.15 -2.45
H 2.15 0.77 -2.31
H 0.80 -0.13 1.08
H -6.12 2.67 -1.70
H -1.46 -6.08 0.32
H 2.83 4.38 -1.88
H 0.13 6.05 0.83
H 0.93 -6.36 -0.28
H -1.57 2.72 1.03
H 0.59 4.36 2.49
H -0.45 3.70 -6.29
H -3.93 3.86 -1.79
H -1.50 4.34 1.74
H 4.33 -3.09 -1.37
H -2.30 -1.82 4.29
H 0.92 2.68 2.05
H 0.28 5.55 -4.81
H 2.65 2.26 -3.10
H -1.44 -1.08 5.66
H -0.39 5.66 -0.80
H 3.74 -3.57 1.57
H 4.28 3.60 -1.25
H 2.51 -0.30 3.01
H 1.34 5.63 -0.38
H 0.90 -6.70 4.13
H 3.10 -0.93 -1.40
H -7.13 -2.05 -1.27
H 3.05 2.20 1.19
H -2.48 -0.08 4.61
H -1.85 2.59 -1.45
H 2.65 -2.83 3.66
H 2.02 -7.45 2.05
H -2.00 4.15 0.07
H -2.41 -3.78 0.52
H 4.14 1.44 0.05
H -0.25 1.01 -2.98
*
```

Output
HOMO-LUMO gap = 7.70 eV
total energy = -8263.3208 a.u.
lowest unoccupied orbital energy = -0.1024 Eh
F_max = 0.0216 Eh/bohr

[3]
DFT (the ωB97M-V functional and the def2-TZVPD basis) results for 2 unconnected molecules or ions with the total composition C3H11NOS2 in a non-equilibrium geometry.

Geometry as ORCA input:
```
! RIJCOSX wB97M-V def2-TZVPD def2/J DEFGRID3
* xyz 0 1
S 0.58 -0.67 -0.62
S 1.74 0.78 -0.07
O 1.52 -3.19 2.19
N -2.60 -0.75 0.75
C 2.50 1.90 -1.33
C -1.84 0.47 0.36
C -1.09 0.07 -0.91
H -3.45 -0.58 1.27
H -1.66 -0.65 -1.48
H -1.17 0.91 1.10
H -1.01 0.91 -1.59
H 1.76 2.71 -1.42
H -1.99 -1.32 1.33
H 0.83 -2.63 1.83
H -2.49 1.32 0.15
H 3.45 2.15 -0.90
H 2.32 -3.02 1.71
H 2.60 1.57 -2.37
*
```

Output
HOMO-LUMO gap = 9.47 eV
total energy = -1047.2417 a.u.
lowest unoccupied orbital energy = 0.0255 Eh
F_max = 0.0527 Eh/bohr
structure (SMILES) = CSSCCN.O

[4]
DFT (the ωB97M-V functional and the def2-TZVPD basis) results for 5 unconnected molecules or ions with the total composition C3H13NO4 in a non-equilibrium geometry.

Geometry as ORCA input:
```
! RIJCOSX wB97M-V def2-TZVPD def2/J DEFGRID3
* xyz 1 2
O 0.20 2.16 -0.35
O -2.43 -0.57 -1.45
O 0.84 0.66 -2.63
O -1.42 1.11 2.95
N 1.90 -1.39 0.94
C 1.08 -0.17 0.92
C -0.45 -0.38 1.20
C -0.94 1.10 1.83
H -1.02 -0.66 0.32
H -0.55 1.87 1.15
H -0.71 -1.13 2.06
H 1.44 0.47 1.75
H 0.61 1.02 -1.74
H 0.76 -0.36 -2.31
H 1.50 -1.94 0.15
H 0.14 2.73 -1.19
H -2.66 -0.17 -2.28
H 1.27 0.45 0.07
H -1.60 -1.12 -1.57
H 0.29 -1.77 -1.67
H 1.74 -1.93 1.86
*
```

Output
HOMO-LUMO gap (alpha / beta) = 7.30 / 5.44 eV
total energy = -477.1900 a.u.
lowest unoccupied orbital energy (alpha / beta) = -0.2889 / -0.3300 Eh
F_max = 0.0969 Eh/bohr

[5]
DFT (the ωB97M-V functional and the def2-TZVPD basis) results for a molecular structure, C21H38O2PtS3Si in a non-equilibrium geometry.

Geometry as ORCA input:
```
! RIJCOSX wB97M-V def2-TZVPD def2/J DEFGRID3
* xyz 0 1
Pt 0.08 0.19 -0.48
S -0.90 -2.20 -0.17
S -3.49 -0.89 2.35
S 0.15 -0.14 2.45
Si 2.92 -1.10 -1.19
O -1.20 1.66 -0.98
O 1.85 -0.67 -0.05
C -1.81 0.67 -3.72
C 0.06 2.16 -4.38
C -2.68 -1.78 -0.18
C -3.16 0.94 -3.04
C -0.56 4.52 0.04
C 1.06 3.10 -4.16
C -0.58 -2.68 1.56
C -1.15 -0.14 3.72
C 2.97 -2.98 -1.30
C -1.36 -0.78 -3.55
C 0.52 -1.88 2.22
C 4.62 -0.46 -0.72
C 1.28 2.89 0.62
C 0.50 3.15 -1.80
C 2.52 -0.45 -2.91
C 0.72 3.82 -0.46
C -0.71 1.66 -3.34
C 1.25 3.60 -2.88
C -3.10 -0.54 0.60
C -0.46 2.12 -2.02
C -2.51 0.35 3.24
H 2.16 0.58 -2.88
H -2.32 0.21 0.56
H -0.12 1.80 -5.38
H -1.22 -1.15 4.13
H -0.79 0.52 4.52
H 4.69 0.61 -0.91
H 2.20 2.40 0.29
H -0.38 5.00 1.00
H -1.97 0.82 -4.79
H -0.59 -1.04 -4.28
H 3.33 -3.41 -0.35
H 1.75 -1.06 -3.40
H 1.47 4.59 -0.64
H 5.41 -0.96 -1.30
H 4.82 -0.63 0.34
H -3.23 -2.67 0.15
H 3.63 -3.33 -2.10
H 0.55 2.13 0.88
H 1.41 -1.86 1.59
H -2.88 -1.63 -1.24
H -3.09 0.79 -1.96
H 3.42 -0.48 -3.54
H 1.65 3.47 -4.99
H -2.20 -1.47 -3.70
H 1.50 3.45 1.53
H -3.91 0.26 -3.45
H -3.48 1.96 -3.22
H -2.41 1.23 2.59
H -4.01 -0.13 0.16
H -0.29 -3.73 1.53
H 1.97 -3.37 -1.49
H -1.36 3.80 0.14
H -1.52 -2.60 2.10
H -0.87 5.29 -0.67
H 1.99 4.37 -2.71
H -3.12 0.63 4.09
H 0.78 -2.32 3.19
H -0.94 -0.95 -2.56
*
```

Output
HOMO-LUMO gap (alpha / beta) = 6.75 / 6.75 eV
total energy = -2576.8537 a.u.
lowest unoccupied orbital energy (alpha / beta) = -0.0413 / -0.0414 Eh
F_max = 0.0255 Eh/bohr

[6]
DFT (the ωB97M-V functional and the def2-TZVPD basis) results for 2 unconnected molecules or ions with the total composition C3H9N2O in a non-equilibrium geometry.

Geometry as ORCA input:
```
! RIJCOSX wB97M-V def2-TZVPD def2/J DEFGRID3
* xyz 1 1
O 1.12 -0.15 1.16
N 1.02 1.51 -0.52
N -1.65 -0.70 1.04
C -0.98 0.14 0.03
C -0.07 -1.04 -1.62
C 0.44 0.39 0.07
H 1.99 -0.55 1.04
H -2.63 -1.01 0.85
H -1.54 -0.39 2.01
H 1.74 2.03 -0.07
H 0.92 -0.83 -2.03
H -0.19 -1.93 -1.06
H -0.90 -0.84 -2.39
H -1.58 0.74 -0.68
H 1.28 1.46 -1.55
*
```

Output
HOMO-LUMO gap = 9.39 eV
total energy = -304.1014 a.u.
lowest unoccupied orbital energy = -0.1676 Eh
F_max = 0.0682 Eh/bohr

What is the total energy in the first record? -1101.8076 a.u.

Which formula does entry 3 have? C3H11NOS2

The highest F_max belongs to which entry? C3H13NO4

Which value of total energy does entry 2 give? -8263.3208 a.u.